1.
An isolated ion of composition C5H13N2 and charge +1, computed with ωB97M-V with the def2-TZVPD basis set.

Values from the calculation:
* highest occupied orbital energy: -11.75 eV
* frontier orbital gap: 8.043 eV
* structure (SMILES): C[C@H]([NH3+])C/C=C\N

```
! wB97M-V def2-TZVPD RIJCOSX def2/J DEFGRID3
* xyz 1 1
C 1.699 -1.377 0.597
C 0.205 -1.362 0.154
N -0.086 -0.894 -1.187
C -0.515 -0.409 1.121
C -0.288 1.149 0.835
C -1.074 1.934 0.022
N -1.055 1.994 -1.381
H 2.179 -2.376 0.504
H 1.762 -1.268 1.712
H 2.421 -0.670 0.118
H -0.038 -2.422 0.105
H 0.181 0.094 -1.306
H 0.466 -1.321 -1.935
H -1.085 -1.011 -1.423
H -0.196 -0.612 2.149
H -1.584 -0.576 1.311
H 0.437 1.585 1.509
H -1.528 2.769 0.587
H -0.121 2.223 -1.692
H -1.781 2.552 -1.800
*
```



2.
An isolated ion of composition C5H13N2 and charge +1, computed with ωB97M-V with the def2-TZVPD basis set.

Values from the calculation:
* highest occupied orbital energy: -10.81 eV
* frontier orbital gap: 7.154 eV
* structure (SMILES): N/C=C/CCC[NH3+]

```
! wB97M-V def2-TZVPD RIJCOSX def2/J DEFGRID3
* xyz 1 1
N -2.317 -0.275 -2.435
C -1.224 -0.646 -1.709
C -1.187 -0.599 -0.360
C -0.011 -1.137 0.375
C 1.219 -0.226 0.352
C 0.946 1.082 1.100
N 2.016 1.403 2.111
H -3.109 -0.096 -1.831
H -2.595 -0.442 -3.382
H -0.373 -1.002 -2.280
H -2.057 -0.175 0.127
H -0.234 -1.334 1.449
H 0.274 -2.193 0.230
H 1.674 -0.154 -0.643
H 1.931 -0.890 0.858
H 0.055 0.853 1.692
H 0.832 1.948 0.455
H 1.797 2.253 2.634
H 2.147 0.600 2.721
H 2.921 1.594 1.681
*
```



Of them, 2 has the highest stability.



1.
C5H13N2 as an isolated structure, computed with ωB97M-V with the def2-TZVPD basis set.

Values from the calculation:
* highest occupied orbital energy: -13.76 eV
* frontier orbital gap: 9.911 eV

```
! wB97M-V def2-TZVPD RIJCOSX def2/J DEFGRID3
* xyz 1 1
C 1.694 0.815 0.785
C 1.021 0.077 -0.182
C 1.684 -0.773 -1.246
C -1.216 1.493 -0.161
C -0.486 0.156 -0.337
N -1.069 -0.913 -1.083
N -1.028 -0.494 1.450
H 1.258 1.341 1.610
H 2.765 0.595 0.939
H 1.260 -1.872 -1.270
H 2.710 -0.901 -0.990
H 1.660 -0.208 -2.239
H -2.210 1.189 0.060
H -0.774 1.953 0.685
H -1.156 2.098 -1.026
H -0.551 -1.773 -1.235
H -1.771 -0.618 -1.743
H -0.753 -1.492 1.552
H -1.980 -0.285 1.276
H -0.751 0.205 2.233
*
```



2.
A 2-piece molecular cluster, C5H13N2 overall, computed with ωB97M-V with the def2-TZVPD basis set.

Values from the calculation:
* highest occupied orbital energy: -13.12 eV
* frontier orbital gap: 7.850 eV

```
! wB97M-V def2-TZVPD RIJCOSX def2/J DEFGRID3
* xyz 1 1
C -3.497 -0.108 -0.162
C 1.805 -0.061 1.265
C 2.817 -0.692 -1.065
C 0.314 -0.128 -0.715
C 1.702 0.084 -0.266
N -3.952 0.923 0.495
N -0.694 -0.153 0.011
H -4.173 -0.764 -0.664
H 0.993 0.485 1.802
H 2.806 0.337 1.502
H 1.938 -1.146 1.570
H 2.897 -0.204 -2.011
H 2.730 -1.772 -1.284
H 3.772 -0.654 -0.598
H 0.147 0.027 -1.776
H 1.919 1.241 -0.555
H -4.874 1.380 0.433
H -0.789 0.058 0.988
H -2.462 -0.262 -0.095
H -3.401 1.409 1.126
*
```



3.
An isolated ion of composition C5H13N2 and charge +1, computed with ωB97M-V with the def2-TZVPD basis set.

Values from the calculation:
* highest occupied orbital energy: -13.33 eV
* frontier orbital gap: 4.722 eV

```
! wB97M-V def2-TZVPD RIJCOSX def2/J DEFGRID3
* xyz 1 1
C 2.728 -0.287 -0.212
C 1.387 0.388 0.067
C 0.280 0.223 -1.039
C -1.037 0.843 -0.633
C -2.241 -0.025 -0.227
N -1.913 -0.934 0.830
N 0.767 -0.029 1.246
H 3.159 0.074 -1.152
H 2.529 -1.349 -0.368
H 3.407 -0.241 0.639
H 1.610 1.496 0.134
H 0.735 0.506 -1.986
H 0.035 -0.852 -1.059
H -0.821 1.492 0.239
H -1.428 1.529 -1.397
H -2.528 -0.636 -1.100
H -3.111 0.619 -0.038
H -2.487 -1.766 0.838
H -0.954 -0.943 1.144
H 1.232 0.349 2.085
*
```



4.
An isolated ion of composition C5H13N2 and charge +1, computed with ωB97M-V with the def2-TZVPD basis set.

Values from the calculation:
* highest occupied orbital energy: -14.22 eV
* frontier orbital gap: 9.506 eV
* structure (SMILES): C=[N+](C)[C@@H](N)CC

```
! wB97M-V def2-TZVPD RIJCOSX def2/J DEFGRID3
* xyz 1 1
C -2.073 1.164 0.554
N -1.162 0.739 -0.248
C -0.938 1.410 -1.488
C -0.359 -0.575 0.060
N -0.360 -1.304 -1.147
C 0.937 0.019 0.672
C 1.972 -1.020 1.210
H -2.058 0.681 1.522
H -2.505 2.089 0.599
H -1.055 2.559 -1.301
H -1.599 1.014 -2.284
H 0.122 1.256 -1.783
H -0.970 -1.235 0.787
H -0.883 -2.186 -1.381
H 0.525 -1.180 -1.659
H 1.591 0.524 -0.038
H 0.596 0.776 1.408
H 1.516 -1.628 2.102
H 3.015 -0.457 1.599
H 2.229 -1.749 0.489
*
```



Of them, 1 has the highest stability.



1.
A 2-piece molecular cluster, C4H8ClN overall, computed with ωB97M-V with the def2-TZVPD basis set.

Values from the calculation:
* highest occupied orbital energy: -8.64 eV
* frontier orbital gap: 8.022 eV

```
! wB97M-V def2-TZVPD RIJCOSX def2/J DEFGRID3
* xyz 0 1
C 1.467 0.750 0.216
C -2.040 0.544 -0.640
C -0.495 -0.791 0.648
C -1.053 -0.653 -0.532
N 2.268 -0.004 0.711
Cl 4.085 -0.370 -0.187
H 1.869 1.323 -0.638
H -3.112 0.351 -0.314
H -2.223 0.956 -1.512
H -1.512 1.339 -0.030
H 0.270 -1.555 0.791
H 2.290 -0.616 1.502
H -0.906 -0.082 1.391
H -0.908 -1.190 -1.406
*
```



2.
C4H8ClN in the gas phase, computed with ωB97M-V with the def2-TZVPD basis set.

Values from the calculation:
* highest occupied orbital energy: -9.86 eV
* frontier orbital gap: 10.891 eV
* structure (SMILES): C/C=N/[C@@H](C)Cl

```
! wB97M-V def2-TZVPD RIJCOSX def2/J DEFGRID3
* xyz 0 1
C -2.244 0.912 -0.121
C -1.004 0.331 0.475
N 0.058 0.515 -0.146
C 1.312 -0.092 0.345
C 1.589 -1.269 -0.528
Cl 2.621 1.163 0.213
H -2.266 1.994 0.232
H -3.034 0.226 0.095
H -2.006 1.036 -1.192
H -1.139 -0.089 1.402
H 1.283 -0.127 1.421
H 0.925 -2.067 -0.358
H 1.327 -0.944 -1.496
H 2.576 -1.587 -0.342
*
```



3.
C4H8ClN in the gas phase, computed with ωB97M-V with the def2-TZVPD basis set.

Values from the calculation:
* highest occupied orbital energy: -9.98 eV
* frontier orbital gap: 9.005 eV
* structure (SMILES): C[C@@H]1[C@H](C)N1Cl

```
! wB97M-V def2-TZVPD RIJCOSX def2/J DEFGRID3
* xyz 0 1
C 0.702 1.600 -0.244
C -0.420 0.701 0.357
C -0.444 -0.791 0.356
C 0.764 -1.496 -0.187
N -1.235 -0.035 -0.560
Cl -3.304 -0.046 -0.102
H 1.460 1.468 0.459
H 0.176 2.653 -0.334
H 0.840 1.136 -1.153
H -0.866 1.102 1.134
H -1.064 -1.114 1.233
H 0.891 -2.598 -0.099
H 1.726 -1.163 0.342
H 0.773 -1.417 -1.203
*
```



Of them, 2 has the highest stability.



1.
A 2-piece molecular cluster, C4H8ClN overall, computed with ωB97M-V with the def2-TZVPD basis set.

Values from the calculation:
* highest occupied orbital energy (alpha / beta): -8.15 / -8.44 eV
* frontier orbital gap (alpha / beta): 7.488 / 8.916 eV

```
! wB97M-V def2-TZVPD RIJCOSX def2/J DEFGRID3
* xyz 0 1
C 1.321 -0.730 -0.013
C -1.259 0.552 -0.336
C 0.530 -1.969 0.049
C -1.204 1.933 0.171
N 2.563 -0.703 0.073
Cl 3.509 0.737 -0.023
H -1.594 -0.234 0.311
H -1.229 0.357 -1.392
H -0.075 -2.049 -0.852
H -0.135 -1.933 0.909
H 1.172 -2.848 0.140
H -0.506 2.019 1.006
H -2.182 2.234 0.564
H -0.911 2.634 -0.606
*
```



2.
C4H8ClN in the gas phase, computed with ωB97M-V with the def2-TZVPD basis set.

Values from the calculation:
* highest occupied orbital energy: -9.36 eV
* frontier orbital gap: 10.139 eV
* structure (SMILES): C=C(Cl)CCN

```
! wB97M-V def2-TZVPD RIJCOSX def2/J DEFGRID3
* xyz 0 1
C -1.110 -1.121 1.423
C -0.271 -0.630 0.546
Cl 1.340 -1.132 0.912
C -0.522 0.158 -0.730
C -0.147 1.457 -0.840
N -0.542 2.123 -2.116
H -2.298 -1.189 1.282
H -0.793 -1.658 2.296
H -1.558 0.082 -0.587
H -0.055 -0.546 -1.511
H 0.879 1.684 -0.478
H -0.688 1.932 0.092
H -1.546 1.562 -2.421
H -0.637 3.340 -1.755
*
```



Of them, 2 has the highest stability.